12 unconnected molecules or ions with the total composition C48H132N12O12. Source: OMol25; level of theory: ωB97M-V/def2-TZVPD.

Properties
Maximum force, eV Å⁻¹: 3.4
Kohn-Sham gap, Eh: 0.31460
DFT total energy, hartree: -3467.5781
Net charge: 0
ΔE to the lowest compared entry with this formula, charge and spin, eV: 5.672
HOMO, eV: -8.3
SMILES: COC[C@H](C)N.COC[C@H](C)N.COC[C@H](C)N.COC[C@H](C)N.COC[C@H](C)N.COC[C@H](C)N.COC[C@H](C)N.COC[C@H](C)N.COC[C@H](C)N.COC[C@H](C)N.COC[C@H](C)N.COC[C@H](C)N
LUMO, eV: 0.280

Last column: Mulliken charge in e.
Element x y z (Å)
O: 0.594 -4.508 -5.329  -0.311
O: -5.075 -4.711 2.669  -0.123
O: 4.604 1.284 -2.233  -0.016
O: 5.838 3.340 0.296  -0.041
O: 0.760 1.139 0.976  0.090
O: 4.700 1.606 5.579  -0.149
O: 2.261 5.491 -2.513  -0.465
O: -1.155 1.911 5.657  -0.495
O: 1.423 -2.577 3.714  0.070
O: -5.077 -1.607 -0.525  -0.065
O: -4.482 4.178 -6.136  -0.277
O: -5.358 -2.066 -4.374  -0.203
N: 1.094 -1.059 -3.849  -0.362
N: -0.497 4.802 -2.689  -0.334
N: 8.371 4.067 -0.553  -0.809
N: 2.363 -2.670 7.189  -0.768
N: -0.894 0.489 -1.482  0.317
N: 2.311 4.545 5.849  -0.829
N: -2.404 -7.250 3.181  -0.807
N: 7.356 1.809 -2.090  -0.477
N: -8.372 -2.450 -6.560  -0.736
N: -7.004 -4.428 0.937  -0.844
N: -1.641 2.448 -4.299  -0.676
N: -2.766 -0.508 5.982  -0.848
C: 3.610 0.545 -1.563  -0.344
C: -1.538 -1.563 -0.547  -0.708
C: -4.557 -6.009 2.897  -1.080
C: -2.043 -1.381 3.892  -1.588
C: 3.978 2.563 6.335  -0.595
C: -1.500 1.054 4.601  -0.449
C: -3.167 4.063 -5.658  -0.845
C: -0.547 4.014 -0.367  -0.842
C: -1.676 -0.401 5.006  2.610
C: 0.177 4.950 -1.370  -0.315
C: 6.761 1.262 -3.232  0.285
C: -4.410 -1.060 -4.061  -0.626
C: 6.756 3.992 1.200  -0.631
C: 0.228 1.612 6.178  -0.740
C: -4.751 5.385 -6.767  -0.808
C: 3.199 3.507 5.310  2.006
C: -3.011 -5.921 3.152  0.553
C: -5.424 -3.951 3.793  -0.685
C: -1.041 -2.154 -4.383  -1.197
C: 7.701 0.441 -4.069  -1.710
C: -6.087 -1.833 -5.585  -0.794
C: 1.187 -3.171 -5.164  -0.855
C: 1.287 -3.559 2.714  -0.732
C: -2.316 -5.057 2.073  -1.049
C: 5.480 0.857 6.378  -1.098
C: 1.783 -2.059 6.029  1.341
C: -7.012 -3.685 -1.349  -1.280
C: 4.468 3.505 0.475  -0.092
C: 1.695 4.575 -1.552  -0.128
C: 4.203 4.239 4.464  -1.865
C: -7.329 -2.824 -5.582  0.598
C: 0.316 -0.146 0.427  -0.418
C: -7.052 -4.334 -5.692  -1.410
C: 2.650 -0.820 5.792  -0.888
C: 5.528 0.401 -2.910  -0.926
C: 9.253 4.375 1.695  -1.481
C: 1.830 0.916 1.891  0.338
C: -1.050 -0.131 -0.236  1.256
C: 1.912 -3.103 4.957  -1.544
C: -3.903 2.794 -3.491  -0.501
C: 8.184 3.626 0.840  0.525
C: -5.874 -2.281 0.460  -0.542
C: 1.401 -5.353 -6.185  -0.804
C: -4.735 -0.255 -0.210  -0.011
C: -6.200 -3.706 -0.057  1.309
C: 3.677 5.291 -2.559  -0.633
C: -3.032 2.775 -4.750  0.574
C: 0.436 -2.368 -4.035  0.509
H: -1.644 1.852 -3.485  0.248
H: 1.086 -0.464 -0.275  0.083
H: 0.970 -6.352 -6.111  0.285
H: 2.278 4.738 -0.646  0.062
H: 2.275 -3.151 -5.088  0.518
H: 2.299 5.343 5.230  0.288
H: 0.732 -3.137 1.876  0.061
H: -8.720 -1.521 -6.374  0.280
H: -2.447 3.999 -6.475  0.425
H: 5.824 -0.435 -2.277  0.515
H: 0.691 -4.372 3.129  0.327
H: -7.982 -4.902 -5.686  0.352
H: 6.583 2.212 -1.580  0.379
H: 0.134 5.993 -1.057  0.399
H: -5.706 5.339 -7.291  0.248
H: -7.227 -5.363 0.628  0.352
H: -4.824 6.163 -6.008  0.322
H: 7.968 -0.462 -3.521  0.379
H: 9.261 3.676 -0.828  0.300
H: 2.666 2.871 4.604  -0.755
H: 3.961 4.256 -2.749  0.228
H: -5.772 -4.587 4.607  0.365
H: 1.401 4.107 5.812  0.250
H: 1.265 -3.897 5.330  0.424
H: -5.088 -6.524 3.698  0.418
H: 0.744 -1.883 6.308  0.148
H: -7.816 -2.338 -7.395  0.276
H: -1.636 4.031 -0.386  0.440
H: -2.862 4.913 -5.048  0.331
H: 4.248 4.570 0.401  0.355
H: 2.470 -0.067 6.558  0.433
H: -0.548 -0.168 -2.167  -0.322
H: 6.578 5.067 1.148  0.423
H: -7.273 -4.712 -1.608  0.450
H: -1.159 -1.562 -5.291  0.528
H: -2.305 -2.391 4.209  0.157
H: -1.625 -2.333 0.220  -0.118
H: 4.809 4.905 5.078  0.387
H: -2.441 -1.483 -1.151  0.024
H: -1.185 -1.494 3.230  -0.071
H: -4.862 -0.129 -3.717  0.449
H: 0.190 -0.929 1.175  -0.494
H: 3.971 2.893 -0.278  -0.326
H: 2.084 -1.253 -3.900  0.144
H: -6.712 -1.660 0.778  0.267
H: 2.780 1.220 -1.356  -0.193
H: 6.698 3.675 2.241  0.040
H: -0.746 -0.799 5.412  -1.378
H: 2.071 1.905 2.280  -0.206
H: -4.413 0.298 -1.092  -0.308
H: -3.997 5.750 -7.463  0.316
H: -3.791 -1.322 -3.203  -0.045
H: 10.241 4.056 1.365  0.376
H: -6.467 -0.816 -5.680  0.336
H: 3.701 4.918 3.775  0.552
H: 4.816 3.473 3.990  0.223
H: -3.278 1.910 -5.366  0.115
H: -2.567 0.105 6.760  0.300
H: -2.437 1.481 4.243  0.383
H: 5.094 0.040 -3.843  0.365
H: 1.839 -3.399 7.653  0.285
H: -3.946 1.798 -3.052  -0.342
H: -2.456 -4.017 2.368  -0.115
H: 0.257 0.767 6.867  0.326
H: 2.251 -3.998 2.455  0.323
H: -6.403 -3.267 -2.151  0.171
H: -0.907 -2.071 -1.276  0.170
H: -1.161 3.293 -4.023  0.312
H: -1.261 -5.216 1.852  0.623
H: -2.371 -7.768 2.315  0.272
H: -5.259 -2.438 1.345  -0.154
H: -6.321 -4.755 -5.002  0.307
H: -1.339 5.359 -2.652  0.214
H: -6.600 -4.485 -6.673  0.379
H: 2.389 -5.550 -5.770  0.321
H: 7.754 3.480 -1.095  0.278
H: -7.894 -2.622 -4.672  0.178
H: 8.601 1.005 -4.315  0.401
H: -2.783 -5.122 1.091  0.348
H: 3.938 0.203 -0.581  0.308
H: -3.453 3.412 -2.714  0.150
H: 1.400 0.287 2.670  -0.217
H: 9.103 4.302 2.773  0.373
H: 6.061 0.102 5.848  0.313
H: 4.557 3.178 7.024  0.423
H: 9.133 5.428 1.442  0.387
H: -5.460 -2.002 -6.460  0.334
H: 6.445 2.119 -3.827  0.298
H: -6.370 -4.502 1.719  0.287
H: -4.798 -6.593 2.009  0.304
H: 1.008 1.426 5.440  0.045
H: 4.160 2.999 1.391  0.119
H: -3.680 -0.903 -4.854  0.333
H: -6.207 -3.229 3.560  0.307
H: -3.946 -0.275 0.542  -0.058
H: -1.427 -7.013 3.282  0.292
H: 2.344 -0.390 4.838  -0.337
H: 8.334 2.564 1.034  0.209
H: -1.757 0.387 0.412  -0.055
H: -4.959 2.933 -3.725  0.417
H: -1.475 -1.561 -3.578  -0.123
H: -5.564 0.348 0.159  0.507
H: 0.448 -3.031 -3.170  0.115
H: 0.601 2.466 6.744  0.595
H: 0.877 -0.500 -4.662  0.266
H: 1.768 3.512 -1.783  0.101
H: 3.183 -0.237 -2.191  0.189
H: 7.345 0.153 -5.059  0.409
H: -0.003 4.243 0.549  0.320
H: 7.603 1.069 -1.448  0.192
H: -4.556 -3.453 4.225  0.080
H: 2.926 -3.502 4.939  0.372
H: 2.445 -1.935 7.877  0.251
H: -0.079 1.084 -1.490  -0.279
H: -7.854 -2.993 -1.361  0.289
H: -2.985 -5.356 4.083  0.172
H: -0.279 2.969 -0.521  0.013
H: 0.991 -2.769 -6.158  0.352
H: 4.117 5.359 -1.564  0.194
H: 1.547 -4.984 -7.200  0.295
H: 4.166 6.017 -3.209  0.413
H: -2.944 -1.404 6.412  0.236
H: -5.250 -4.188 -0.286  -0.085
H: 4.916 0.317 7.138  0.388
H: -0.768 1.091 3.794  0.057
H: 6.244 1.379 6.954  0.362
H: 3.181 2.027 6.851  0.195
H: 3.683 -1.078 5.555  0.506
H: -1.665 -3.048 -4.392  0.427
H: 0.101 5.261 -3.361  0.257
H: 2.655 0.335 1.478  0.182
H: -2.947 -1.170 3.321  0.587